Record 1
ORCA calculation (ωB97M-V/def2-TZVPD) on a cluster of 2 separate species, C6H9N2O2 in total in a non-equilibrium geometry.

Properties
Spin multiplicity = 2
Orbital gap (spin up / spin down) = 8.29 / 3.91 eV
HOMO energy (spin up / spin down) = -8.12 / -8.10 eV
Calculated total energy = -13439.3728 eV

Each line ends with the Löwdin spin population.
Element x y z (Å)
C1 1.63055 -3.31793 -1.03915  0.052
C2 -0.63568 -0.52748 -0.70792  0.227
C3 0.92949 -1.45998 0.59565  0.228
C4 0.79881 -2.15245 -0.62241  0.300
N1 -0.01858 -0.46988 0.53371  0.113
N2 -0.23172 -1.57002 -1.34171  0.003
H1 0.10781 0.40581 1.27148  -0.001
H2 -1.10720 0.31370 -1.13931  0.008
H3 1.49163 -1.53937 1.41436  0.009
H4 2.33872 -2.92000 -1.64051  0.020
H5 1.24821 -3.96464 -1.85968  0.005
H6 1.98951 -3.96165 -0.27931  0.004
C5 -1.39948 3.47357 0.20187  -0.001
C6 -0.94437 2.40790 1.32638  0.000
O1 0.24815 1.94943 1.21778  0.020
O2 -1.76299 2.45090 2.25313  0.012
H7 -1.90065 2.84440 -0.61006  0.000
H8 -0.60592 4.08219 -0.26635  0.000
H9 -2.17628 3.95551 0.69205  0.000


Record 2
ORCA calculation (ωB97M-V/def2-TZVPD) on a cluster of 2 separate species, C6H9N2OS in total in a non-equilibrium geometry.

Properties
Net charge = +1
Orbital gap (spin up / spin down) = 8.01 / 8.01 eV
HOMO energy (spin up / spin down) = -12.64 / -12.64 eV
Calculated total energy = -22219.7761 eV

Each line ends with the natural charge from an NBO analysis.
Element x y z (Å)
C1 -0.26261 -0.17613 -0.08035  0.435
C2 1.87711 -0.78917 0.76648  0.756
C3 3.44111 1.37783 0.82803  -0.284
C4 -2.37035 -0.97221 -0.52470  -0.253
C5 -2.25306 0.56664 -0.91040  -0.256
C6 3.25547 -0.07741 1.07535  -0.586
N1 -0.98142 -1.25408 -0.00559  -0.586
N2 -0.90269 0.90580 -0.42598  -0.586
O1 1.61772 -1.95419 0.83423  -0.436
S1 2.28802 2.31178 0.21767  0.150
H1 4.01448 -0.60917 0.47287  0.298
H2 4.54418 1.58389 1.07354  0.242
H3 -3.12082 -1.28535 0.16187  0.231
H4 -2.55299 -1.81539 -1.36709  0.232
H5 -2.17295 0.82561 -2.03561  0.233
H6 -2.92041 1.30007 -0.34699  0.243
H7 3.48439 -0.58798 1.95299  0.292
H8 -0.90625 -2.09351 0.48858  0.441
H9 -0.45004 1.69098 -0.89230  0.435


Record 3
ORCA calculation (ωB97M-V/def2-TZVPD) on the ion C6H9N2S with charge +1 in a non-equilibrium geometry.

Properties
Net charge = +1
Orbital gap = 8.72 eV
HOMO energy = -12.55 eV
Calculated total energy = -20175.1868 eV

Each line ends with the natural charge from an NBO analysis.
Element x y z (Å)
C1 1.60081 -1.08977 -0.58299  -0.083
C2 1.93211 -0.18660 0.40346  0.172
C3 -0.24934 -0.40243 0.37101  0.381
C4 -4.04686 0.73932 -0.85071  -0.354
C5 -2.77208 0.39725 -0.59210  -0.471
C6 3.24674 0.36518 0.90259  -0.649
N1 0.74859 0.21859 1.04071  -0.495
N2 0.23557 -1.18911 -0.55956  -0.498
S1 -2.22380 -0.20546 0.91323  0.373
H1 2.06783 -1.78708 -1.26918  0.267
H2 -4.30424 1.09326 -1.85726  0.229
H3 -4.94759 0.57767 -0.17088  0.223
H4 -2.16849 0.39288 -1.49473  0.235
H5 3.14710 1.52803 1.00641  0.243
H6 3.33424 0.01203 1.97764  0.248
H7 4.12276 0.11609 0.39921  0.259
H8 0.66605 0.94817 1.67151  0.454
H9 -0.38941 -1.52801 -1.30836  0.465


Record 4
ORCA calculation (ωB97M-V/def2-TZVPD) on a structure of composition C6H9N3 in a non-equilibrium geometry.

Properties
Orbital gap = 9.66 eV
HOMO energy = -9.68 eV
Calculated total energy = -10835.1993 eV

Each line ends with the natural charge from an NBO analysis.
Element x y z (Å)
C1 -1.16844 -1.29821 -0.47424  0.260
C2 -1.57876 1.04950 -0.67770  0.266
C3 2.11267 -0.60573 -1.09345  -0.644
C4 -1.94644 0.06120 1.52401  -0.600
C5 1.48083 0.68370 -0.22610  -0.253
C6 -1.20827 -0.03047 0.22437  -0.091
N1 -0.84038 -2.28134 -0.95824  -0.260
N2 -1.83695 1.89880 -1.40884  -0.263
N3 0.48526 0.46328 0.78900  -0.537
H1 2.29753 -0.13825 -2.13484  0.213
H2 2.98493 -0.93791 -0.57081  0.207
H3 1.24834 -1.28918 -1.15635  0.222
H4 -1.83898 1.03389 2.02257  0.254
H5 -3.00710 -0.10725 1.34247  0.232
H6 -1.55605 -0.71399 2.21241  0.228
H7 2.35081 1.11439 0.19828  0.209
H8 1.26305 1.39475 -0.98517  0.205
H9 0.75799 -0.29719 1.37264  0.352


Record 5
ORCA calculation (ωB97M-V/def2-TZVPD) on a structure of composition C6H9N3 in a non-equilibrium geometry.

Properties
Orbital gap = 7.96 eV
HOMO energy = -7.86 eV
Calculated total energy = -10826.3578 eV

Each line ends with the natural charge from an NBO analysis.
Element x y z (Å)
C1 -2.46205 0.85875 0.03928  -0.597
C2 -1.43619 -0.00746 0.07208  0.253
C3 -0.29744 -1.82136 -0.06180  -0.297
C4 0.74655 -0.80076 0.02525  0.225
C5 2.18416 -1.04175 -0.01479  -0.599
C6 1.52563 1.90548 0.04667  -0.131
H1 -3.26641 0.96858 1.45308  0.267
H2 -3.44059 0.38253 -1.11875  0.252
H3 -1.68077 1.84026 -0.49214  0.295
H4 0.06786 -2.04006 -1.19871  0.237
H5 -0.07594 -2.59696 0.69530  0.239
H6 2.51611 -1.99811 -0.38145  0.219
H7 2.97604 -0.51600 0.67114  0.210
H8 1.83802 3.00470 -0.55281  0.231
H9 2.25293 0.98378 0.70085  0.255
N1 -1.50143 -1.27131 0.03756  -0.461
N2 -0.13815 0.35616 0.21707  -0.304
N3 0.19168 1.79354 -0.13782  -0.293


Record 6
ORCA calculation (ωB97M-V/def2-TZVPD) on the molecule C6H9N3 in a non-equilibrium geometry.

Properties
Orbital gap (spin up / spin down) = 8.02 / 8.02 eV
HOMO energy (spin up / spin down) = -7.69 / -7.69 eV
Calculated total energy = -10834.0074 eV

Each line ends with the natural charge from an NBO analysis.
Element x y z (Å)
C1 2.44886 -0.86639 -0.14363  -0.275
C2 2.44626 0.44726 0.21393  -0.340
C3 1.18582 -1.18667 -0.47522  -0.085
C4 1.17017 0.94161 -0.02111  0.288
C5 -0.97939 0.07194 -0.60360  0.147
C6 -1.88383 -0.63871 0.33922  -0.683
N1 0.38359 -0.10269 -0.35796  -0.404
N2 0.57090 2.20042 0.29066  -0.433
N3 -0.77412 2.26376 -0.17410  -0.461
H1 3.34322 -1.45969 -0.25411  0.224
H2 3.35830 0.99219 0.28126  0.223
H3 0.77946 -2.15026 -0.71888  0.207
H4 -1.42366 0.03372 -1.61768  0.196
H5 -1.28220 -1.20364 1.07815  0.225
H6 -2.48893 -1.44409 -0.22620  0.216
H7 -2.52219 0.09701 0.80341  0.251
H8 0.54919 2.34873 1.30011  0.369
H9 -0.82640 2.53575 -1.20828  0.335


Record 7
ORCA calculation (ωB97M-V/def2-TZVPD) on the molecule C6H9N3O in a non-equilibrium geometry.

Properties
Orbital gap = 9.63 eV
HOMO energy = -9.70 eV
Calculated total energy = -12884.5625 eV
SMILES string = [H]/N=C(\C#N)CN(C)C(C)=O

Each line ends with the natural charge from an NBO analysis.
Element x y z (Å)
C1 0.35857 -0.15647 1.16883  -0.270
C2 1.32938 -1.67582 -0.56782  -0.415
C3 -1.96104 0.18492 -0.78213  -0.727
N1 0.27078 -0.75342 -0.17414  -0.489
C4 -1.02980 -0.99467 -0.69298  0.704
C5 0.36770 1.34031 1.00827  0.212
N2 -0.44488 2.18970 1.53468  -0.542
C6 1.41768 1.77842 0.02338  0.193
O1 -1.38114 -2.10195 -1.08256  -0.571
N3 2.29015 2.29665 -0.54536  -0.278
H1 -0.24047 3.14955 1.22716  0.360
H2 1.29924 -0.46226 1.64125  0.239
H3 -0.49350 -0.46414 1.78278  0.228
H4 2.15311 -1.08716 -0.98075  0.205
H5 1.68514 -2.26810 0.27820  0.189
H6 0.99892 -2.37644 -1.33893  0.241
H7 -2.34399 0.48715 0.19225  0.244
H8 -2.82462 -0.09116 -1.39461  0.248
H9 -1.45124 1.00489 -1.29752  0.232


Record 8
ORCA calculation (ωB97M-V/def2-TZVPD) on the molecule C6H9N3O in a non-equilibrium geometry.

Properties
Orbital gap = 8.09 eV
HOMO energy = -7.92 eV
Calculated total energy = -12884.1728 eV
SMILES string = C=C1N=C(C)C(=O)NN1C

Each line ends with the natural charge from an NBO analysis.
Element x y z (Å)
C1 -1.68283 0.61521 0.07099  0.224
C2 -1.77539 -0.87582 0.01466  0.572
C3 0.64164 0.57567 0.08024  0.281
C4 1.75168 1.31210 -0.07171  -0.492
C5 -2.96398 1.36617 0.08031  -0.655
C6 1.82341 -1.57920 0.01375  -0.411
N1 -0.56783 1.22989 0.07485  -0.395
N2 -0.56249 -1.47443 0.04224  -0.428
N3 0.64559 -0.81013 0.32569  -0.260
O1 -2.80351 -1.51699 -0.10569  -0.598
H1 2.74084 0.90102 -0.10055  0.197
H2 1.64824 2.37620 -0.15130  0.224
H3 -3.46564 1.20740 1.03463  0.237
H4 -3.61891 0.97472 -0.69579  0.242
H5 -2.78084 2.42605 -0.06515  0.234
H6 1.64435 -2.62324 0.27053  0.204
H7 2.10713 -1.51053 -1.04354  0.192
H8 2.64449 -1.21326 0.62731  0.222
H9 -0.52309 -2.48556 0.08286  0.408